DFT (ωB97M-V with the def2-TZVPD basis set) results for C60H54Cl4N7O2SiTi as an isolated structure at a distorted geometry.

Structure (XYZ):
```
129
Properties=species:S:1:pos:R:3:forces:R:3
Ti 0.172550 0.293105 0.214795 0.8 -0.9 0.7
Cl 5.433936 -1.897710 -7.379792 0.0 0.0 0.0
C 4.457935 -1.504748 -5.987437 0.0 0.0 0.0
C 4.676711 -2.166566 -4.792924 0.0 0.0 -0.1
C 3.892719 -1.841520 -3.695539 0.0 0.0 0.0
C 2.904995 -0.863376 -3.765864 0.1 -0.1 0.1
C 2.710924 -0.222458 -4.986918 0.0 0.0 0.0
C 3.477602 -0.533091 -6.097297 0.0 0.0 0.0
C 2.084215 -0.499183 -2.570578 -0.4 -0.4 -0.4
C 2.674564 0.262098 -1.627517 0.4 0.4 0.6
C 4.079254 0.698727 -1.692737 -0.3 -0.4 -0.4
C 4.336878 1.448440 -0.629841 -0.1 0.3 0.6
C 3.107034 1.551442 0.165259 0.1 -0.1 -0.4
C 2.973491 2.293154 1.285321 -0.1 0.3 0.3
C 4.153407 3.023643 1.819570 0.1 0.0 0.0
C 4.199202 4.417643 1.830153 0.0 0.0 -0.1
C 5.305647 5.099704 2.306969 0.0 0.0 0.0
C 6.387548 4.379241 2.784681 0.1 0.0 0.0
Cl 7.787401 5.232763 3.387504 0.0 0.0 0.0
C 6.376558 2.996770 2.796560 0.0 0.1 0.0
C 5.255764 2.333060 2.319525 -0.1 0.0 0.0
C 1.717922 2.475206 1.979900 0.4 -0.2 -0.3
N 0.557406 1.838799 1.604098 -0.1 0.0 -0.1
C -0.434160 2.355631 2.416588 -0.2 -0.3 -0.1
C -1.832755 1.966960 2.318606 0.0 0.1 0.1
C -2.816228 2.975325 2.791812 0.0 -0.1 0.0
C -3.779390 2.651597 3.745669 0.0 0.0 0.0
C -4.695855 3.592077 4.192364 0.0 0.0 0.0
C -4.640237 4.876444 3.682551 0.0 0.0 0.0
Cl -5.785734 6.072364 4.239307 0.0 0.0 0.0
C -3.687232 5.235337 2.743527 0.0 0.0 0.0
C -2.779744 4.283170 2.310142 0.0 0.0 0.0
C -2.218117 0.770438 1.817657 0.2 0.1 0.1
C -3.598425 0.458212 1.427993 0.1 0.1 0.0
C -3.918876 -0.452171 0.501969 0.0 0.0 -0.1
C -2.900376 -1.314479 -0.148083 0.0 0.1 0.0
N -1.220444 -0.157197 1.442034 -0.1 0.1 -0.6
C -2.728934 -1.273451 -1.497530 0.1 0.0 -0.3
C -1.401077 -1.399766 -2.127043 -0.3 0.0 0.3
C -1.159551 -1.948775 -3.372963 0.2 0.0 -0.1
C 0.179034 -1.685972 -3.690211 -0.3 -0.2 -0.2
C 0.708719 -0.977553 -2.620402 0.4 0.1 0.3
N -0.244436 -0.810898 -1.634389 0.2 0.2 -0.1
C -3.871900 -1.054902 -2.410538 0.0 0.1 0.1
C -5.117247 -1.618276 -2.101617 0.0 0.0 0.1
C -6.217262 -1.445367 -2.921347 0.0 0.0 0.0
C -6.081887 -0.718614 -4.092793 -0.1 0.0 -0.1
Cl -7.461788 -0.509689 -5.147418 0.0 0.0 0.0
C -4.860565 -0.179714 -4.455279 0.0 0.0 0.0
C -3.771600 -0.357000 -3.617155 0.0 0.0 0.0
C 0.100200 3.277861 3.298588 0.2 0.1 0.0
C 1.477026 3.339456 3.037239 -0.2 0.1 0.2
N 2.099182 0.810748 -0.463102 0.0 0.1 -0.4
H 5.445832 -2.923362 -4.726191 0.0 0.0 0.0
H 4.062146 -2.347235 -2.754416 0.0 0.0 0.1
H 1.937477 0.531150 -5.067273 0.0 0.0 0.0
H 3.323402 -0.028616 -7.041103 0.0 0.0 0.0
H 4.764399 0.451019 -2.487019 0.0 0.0 0.0
H 5.269138 1.932649 -0.388222 0.0 0.0 0.0
H 3.351461 4.972133 1.449562 0.0 0.0 0.0
H 5.336544 6.180328 2.303247 0.0 0.0 0.0
H 7.226648 2.450589 3.180549 0.0 0.0 0.0
H 5.231785 1.250671 2.334101 0.0 0.0 0.0
H -3.809739 1.644879 4.141696 0.0 0.0 0.0
H -5.440781 3.333910 4.932350 0.0 0.0 0.0
H -3.659693 6.246219 2.360136 0.0 0.0 0.0
H -2.022961 4.554406 1.585532 0.0 0.0 0.0
H -4.372559 1.128209 1.780885 0.0 -0.1 0.0
H -4.940688 -0.452019 0.140174 0.0 0.0 0.1
H -1.885845 -2.488786 -3.957852 0.0 0.0 0.0
H 0.706216 -1.978443 -4.583839 0.0 0.0 0.0
H -5.195422 -2.220683 -1.203752 0.0 0.0 0.0
H -7.169710 -1.889158 -2.667465 0.0 0.0 0.0
H -4.764507 0.362389 -5.386960 0.0 0.0 0.0
H -2.807661 0.021363 -3.919774 0.0 -0.1 0.0
H -0.449651 3.824895 4.047452 0.0 0.0 0.0
H 2.211656 3.940397 3.547027 0.0 0.0 0.0
C 0.424242 2.626678 -2.867332 0.0 0.1 0.0
N -0.998169 2.306811 -2.873329 -0.2 -0.5 0.2
C -1.673765 2.256901 -4.161123 0.0 0.1 0.1
C -1.524776 1.719990 -1.809984 0.1 0.3 -0.2
O -0.880905 1.601608 -0.749420 -0.5 0.8 -0.1
H 0.599772 3.416274 -3.595725 0.0 0.0 0.0
H 1.006987 1.736883 -3.118315 0.0 0.1 0.0
H 0.718261 2.955679 -1.872893 0.0 0.0 0.0
H -1.457838 3.170615 -4.713270 0.0 0.0 0.0
H -2.746826 2.176289 -4.007716 0.0 0.0 0.0
H -1.320371 1.391864 -4.729473 0.0 0.1 0.0
H -2.559982 1.372782 -1.865968 0.0 0.0 -0.1
C 2.020469 -3.593234 -0.736164 0.0 0.0 0.0
N 2.843029 -2.888567 0.241584 0.0 0.2 0.1
C 4.189451 -3.393077 0.448723 0.0 0.0 0.0
C 2.398354 -1.814123 0.894153 -0.1 0.0 0.0
C 3.334892 -1.110047 1.831115 0.0 0.0 0.0
O 1.218219 -1.424890 0.767117 -0.1 0.1 0.0
H 1.665686 -4.537524 -0.319136 0.0 0.0 0.0
H 2.622478 -3.789298 -1.622106 0.0 0.0 0.0
H 1.173494 -2.981344 -1.022836 0.1 0.0 -0.1
H 4.241455 -4.398464 0.037080 0.0 0.0 0.0
H 4.435326 -3.446913 1.508220 0.0 0.0 0.0
H 4.929575 -2.768839 -0.059273 0.0 0.0 0.0
H 3.528992 -1.734246 2.706069 0.0 0.0 0.0
H 2.873124 -0.183502 2.157342 0.0 0.0 0.0
H 4.284813 -0.892493 1.340191 0.0 0.0 0.0
C -1.192734 -3.756148 3.685439 0.0 0.0 0.0
Si -1.206666 -1.900907 3.498686 -0.1 0.0 -0.2
C -2.506521 -1.141167 4.624300 0.0 -0.1 0.0
C 0.441745 -1.185289 4.040730 0.0 0.1 0.0
N -1.479294 -1.477795 1.825630 0.0 -0.1 0.2
C -2.185407 -2.293771 0.798790 -0.1 -0.1 0.0
C -1.277077 -3.294113 0.174946 0.1 -0.1 0.0
C -1.653336 -4.554143 -0.164765 0.0 0.0 0.0
C -2.924695 -5.087781 0.144404 0.0 0.0 0.0
C -3.731765 -4.294622 0.950911 -0.1 -0.1 0.0
C -3.398244 -3.012204 1.326478 0.1 0.0 0.1
H -0.822948 -4.025095 4.678399 0.0 0.0 0.1
H -0.557116 -4.215613 2.928421 0.1 0.0 0.0
H -2.190803 -4.169907 3.552273 0.0 0.0 0.0
H -2.381983 -1.501993 5.648442 0.0 0.0 0.1
H -3.513956 -1.389469 4.289047 -0.1 0.0 0.0
H -2.404145 -0.054941 4.637742 0.0 0.0 0.0
H 0.442590 -1.000172 5.116966 0.0 0.0 0.0
H 0.634131 -0.231116 3.543196 0.0 0.0 0.0
H 1.262049 -1.866283 3.810852 0.1 0.0 0.0
H -0.273690 -2.960629 -0.001971 -0.1 0.0 0.0
H -0.918337 -5.188912 -0.655969 0.0 0.0 0.0
H -3.204839 -6.092110 -0.137757 0.0 0.0 0.0
H -4.666850 -4.698004 1.332626 0.0 0.0 0.0
H -4.047585 -2.457473 1.991741 0.0 0.0 0.0
```
Forces are in eV/Å.

Properties
Orbital gap (alpha / beta) = 4.513 / 4.512 eV
Relative energy (zero: lowest compared OMol25 entry of this formula, charge and spin) = 5.0 kcal per mole
LUMO (alpha / beta) = 1.804 / 1.804 eV
Maximum force = 1.40 eV/A
Charge = -1